{"formula": "C2H11NO5", "method": "the ωB97M-V functional and the def2-TZVPD basis", "species": ["O", "C", "O", "C", "N", "H", "H", "H", "H", "H", "H", "H", "O", "H", "H", "O", "H", "H", "O"], "coordinates": [[-1.34, -1.76, -0.01], [-0.85, -1.20, -0.96], [-1.18, -1.06, -2.33], [0.57, -0.66, -1.02], [1.40, -1.03, 0.13], [-0.99, -1.92, -2.73], [0.85, -1.23, -1.82], [0.61, 0.40, -1.27], [2.19, -0.39, 0.24], [1.79, -1.92, -0.07], [-1.03, 1.10, 1.70], [-2.10, 1.93, 0.87], [-1.25, 1.40, 0.82], [-0.94, -1.35, 2.41], [0.53, -1.02, 1.95], [-0.23, -0.69, 2.44], [1.31, 3.53, -0.07], [-0.06, 2.97, 0.13], [0.72, 2.90, -0.42]], "mol_weight_da": 129.11, "de_lowest_kcal_mol": 37.20, "homo_lumo_gap_ev": 10.199, "smiles": "NCC(=O)O.O.O.O", "homo_energy_ev": -9.692}


{"formula": "C2H11O3S", "method": "the ωB97M-V functional and the def2-TZVPD basis", "species": ["C", "C", "S", "H", "H", "H", "H", "H", "H", "H", "O", "H", "H", "O", "H", "H", "O"], "coordinates": [[-1.46, -1.81, -0.53], [-1.10, -0.38, -0.90], [-0.53, 0.60, 0.52], [-0.56, -2.39, -0.38], [-1.98, -1.80, 0.44], [-1.96, -2.33, -1.36], [-0.30, -0.38, -1.65], [-1.94, 0.16, -1.32], [2.18, -1.25, -0.13], [1.63, 0.10, -0.34], [2.48, -0.36, -0.33], [1.74, -1.80, 1.81], [0.28, -1.28, 1.54], [0.81, -2.02, 1.90], [0.51, 3.80, -0.75], [-0.37, 2.60, -0.66], [-0.25, 3.40, -1.18]], "mol_weight_da": 115.17, "de_lowest_kcal_mol": 0.92, "homo_lumo_gap_ev": [11.097, 6.987], "spin_multiplicity": 2, "homo_energy_ev": [-10.547, -10.178]}


{"formula": "C2H11O4", "method": "the ωB97M-V functional and the def2-TZVPD basis", "species": ["C", "O", "C", "H", "H", "H", "H", "H", "H", "H", "O", "H", "H", "O", "H", "H", "O"], "coordinates": [[1.05, -0.49, -0.54], [-0.09, -0.03, 0.10], [1.64, 0.59, -1.45], [0.86, -1.39, -1.16], [1.82, -0.86, 0.17], [2.39, 0.20, -2.16], [2.15, 1.40, -0.91], [0.86, 1.06, -2.05], [-2.77, -0.27, -1.54], [-1.29, -0.20, -1.10], [-1.90, -0.08, -1.88], [0.34, 1.56, 2.65], [0.11, 1.16, 1.21], [0.33, 1.97, 1.77], [-1.25, -1.54, 2.36], [-0.61, -1.26, 0.94], [-0.75, -1.98, 1.67]], "mol_weight_da": 99.11, "de_lowest_kcal_mol": 1.78, "homo_lumo_gap_ev": 8.631, "total_charge": -1, "homo_energy_ev": -4.520}


{"formula": "C2H11O4", "method": "the ωB97M-V functional and the def2-TZVPD basis", "species": ["C", "O", "C", "H", "H", "H", "H", "H", "H", "H", "O", "H", "H", "O", "H", "H", "O"], "coordinates": [[-0.14, 0.41, 0.72], [0.46, 0.02, -0.52], [-1.66, 0.83, 0.54], [-0.18, -0.40, 1.57], [0.49, 1.30, 1.23], [-2.09, 1.48, 1.30], [-1.70, 1.42, -0.44], [-2.27, 0.04, 0.49], [-0.98, -2.50, -1.86], [-0.52, -1.19, -1.02], [-1.18, -2.01, -0.98], [2.18, 2.60, -0.52], [1.60, 1.37, -1.25], [1.92, 2.28, -1.38], [0.95, -2.09, 1.34], [1.44, -1.39, 0.10], [1.70, -2.18, 0.67]], "mol_weight_da": 99.11, "de_lowest_kcal_mol": 23.52, "homo_lumo_gap_ev": 8.577, "total_charge": -1, "homo_energy_ev": -4.465}


{"formula": "C2H12BClMgO2", "method": "the ωB97M-V functional and the def2-TZVPD basis", "species": ["Mg", "Cl", "B", "H", "H", "H", "H", "C", "O", "H", "H", "H", "H", "C", "O", "H", "H", "H", "H"], "coordinates": [[1.98, -1.29, 1.79], [-0.04, -0.24, 2.36], [2.07, -1.52, -0.36], [2.39, -1.33, -1.38], [2.96, -1.46, 0.25], [1.40, -0.77, 0.04], [1.71, -2.52, -0.22], [-2.10, -0.96, -0.30], [-3.00, -1.04, -1.39], [-1.33, -1.72, -0.38], [-1.61, 0.00, -0.14], [-2.71, -1.21, 0.57], [-2.98, -1.96, -1.67], [0.40, 2.84, -0.11], [-0.59, 2.73, 0.93], [0.20, 3.81, -0.58], [1.45, 2.68, 0.12], [0.29, 2.08, -0.89], [-0.49, 1.88, 1.37]], "mol_weight_da": 138.69, "homo_lumo_gap_ev": [9.369, 2.971], "total_charge": 1, "spin_multiplicity": 2, "homo_energy_ev": [-14.430, -13.031]}


{"formula": "C2H12BCsN4O2", "method": "the ωB97M-V functional and the def2-TZVPD basis", "species": ["Cs", "B", "H", "H", "H", "H", "C", "O", "N", "N", "H", "H", "H", "H", "C", "O", "N", "N", "H", "H", "H", "H"], "coordinates": [[1.68, 0.98, 2.49], [0.23, -3.49, -0.27], [0.12, -3.94, 0.71], [1.27, -3.37, -0.55], [-0.31, -4.02, -1.04], [-0.22, -2.52, -0.21], [-3.65, 0.30, 2.79], [-3.46, 1.03, 1.83], [-3.18, -0.89, 3.01], [-4.30, 0.67, 3.87], [-3.39, -1.29, 3.92], [-2.43, -1.22, 2.41], [-4.72, 1.58, 3.99], [-4.17, 0.15, 4.73], [3.45, 2.14, -2.96], [3.79, 2.56, -1.86], [3.82, 1.05, -3.50], [2.73, 2.78, -3.75], [3.26, 0.82, -4.31], [4.67, 0.56, -3.23], [2.43, 3.68, -3.42], [2.39, 2.43, -4.63]], "mol_weight_da": 267.86, "de_lowest_kcal_mol": 114.91, "homo_lumo_gap_ev": 5.393, "homo_energy_ev": -6.831}


{"formula": "C2H12MnO11", "method": "the ωB97M-V functional and the def2-TZVPD basis", "species": ["Mn", "C", "O", "O", "O", "H", "C", "O", "O", "O", "H", "O", "H", "H", "O", "H", "H", "O", "H", "H", "O", "H", "H", "O", "H", "H"], "coordinates": [[-0.16, 1.89, -0.93], [-0.64, -0.59, -1.28], [-1.43, 0.27, -1.46], [-1.03, -1.89, -1.23], [0.49, -0.25, -0.94], [-1.94, -2.16, -1.42], [-2.03, 1.46, 1.51], [-1.31, 2.14, 0.73], [-2.98, 0.64, 0.94], [-1.98, 1.44, 2.75], [-3.08, 0.64, 0.00], [2.96, -0.51, 0.95], [2.33, -0.96, 0.38], [3.67, -1.08, 1.05], [1.65, 2.20, -2.15], [1.86, 2.89, -2.79], [2.32, 1.52, -2.19], [1.41, 1.87, 0.68], [2.10, 1.24, 0.70], [1.31, 2.09, 1.58], [-2.52, -1.79, 2.11], [-3.12, -1.05, 2.01], [-2.16, -1.88, 1.23], [1.47, -2.92, -0.39], [0.84, -2.24, -0.63], [1.98, -2.98, -1.22]], "mol_weight_da": 267.04, "de_lowest_kcal_mol": 0.00, "homo_lumo_gap_ev": [7.928, 7.805], "spin_multiplicity": 6, "homo_energy_ev": [-8.969, -9.055]}


{"formula": "C2H12N2O2", "method": "the ωB97M-V functional and the def2-TZVPD basis", "species": ["C", "C", "N", "N", "H", "H", "H", "H", "H", "H", "H", "H", "H", "H", "O", "H", "H", "O"], "coordinates": [[0.17, -1.07, -0.43], [1.40, -0.27, 0.16], [1.55, -0.02, 1.55], [0.04, -0.95, -1.91], [0.28, -2.13, -0.13], [-0.81, -0.61, 0.09], [2.45, -0.61, -0.14], [1.21, 0.69, -0.36], [2.22, -0.66, 2.05], [0.71, -0.14, 2.13], [-0.84, -1.33, -2.26], [0.82, -1.27, -2.42], [-1.81, 1.43, 1.35], [-1.88, 0.62, 2.72], [-1.89, 0.54, 1.76], [-0.45, 1.72, -1.55], [-1.95, 1.98, -1.59], [-1.22, 2.06, -1.01]], "mol_weight_da": 96.13, "de_lowest_kcal_mol": 27.05, "homo_lumo_gap_ev": 9.627, "smiles": "NCCN.O.O", "homo_energy_ev": -8.724}